1.
A molecular structure, C26H19Br2Cl2FeNO5P, computed with the ωB97M-V functional and the def2-TZVPD basis.

```
57
Properties=species:S:1:pos:R:3:forces:R:3
Fe 0.887839 1.253483 1.298512 0.114 -0.049 -0.062
O 4.772380 0.159158 1.412773 0.022 0.016 -0.016
C 3.632690 0.308315 1.056291 0.015 -0.065 0.094
O 2.698339 0.907013 1.764707 0.079 0.046 -0.090
C 3.155351 -0.215435 -0.307931 -0.040 0.029 -0.053
P 1.433215 -0.768478 -0.085381 -0.167 -0.056 -0.029
C 1.540507 -2.440801 0.593159 0.047 -0.015 -0.030
C 1.936026 -3.524550 -0.192590 0.001 0.014 -0.009
C 2.069245 -4.780609 0.374203 0.006 0.012 -0.026
C 1.818964 -4.960325 1.729138 -0.010 0.009 0.036
C 1.434430 -3.885976 2.516078 0.000 -0.019 -0.006
C 1.291503 -2.625380 1.950877 -0.028 -0.007 -0.014
C 0.596070 -0.871214 -1.689471 0.091 0.105 0.016
C -0.397215 -1.821882 -1.915869 -0.011 -0.014 0.014
C -1.173179 -1.760444 -3.064731 -0.002 -0.026 0.023
C -0.972465 -0.746134 -3.989536 -0.019 0.013 -0.006
C 0.013583 0.205239 -3.769128 0.007 0.026 -0.007
C 0.793169 0.147106 -2.624657 0.027 -0.075 0.009
H 3.829439 -0.981858 -0.683016 0.003 -0.010 -0.005
H 3.151817 0.638126 -0.991116 0.001 -0.016 0.008
H 2.136887 -3.382987 -1.248375 -0.002 -0.005 0.003
H 2.375675 -5.619443 -0.237110 -0.003 0.007 -0.002
H 1.929121 -5.942481 2.170681 -0.001 0.009 0.002
H 1.247503 -4.024525 3.572780 -0.002 0.000 -0.003
H 0.992605 -1.785431 2.566243 0.016 0.025 0.008
H -0.563034 -2.613588 -1.194967 -0.010 0.000 0.000
H -1.936134 -2.509092 -3.236444 -0.001 0.011 0.006
H -1.584597 -0.694736 -4.880621 0.007 -0.008 0.001
H 0.172475 1.000882 -4.485990 0.007 -0.002 0.011
H 1.549616 0.902984 -2.455084 -0.012 0.036 -0.012
C -2.224120 -0.649632 1.473758 0.038 0.006 -0.017
C -2.246385 0.520142 0.537905 0.039 -0.012 0.001
C -3.447128 0.831463 -0.143034 0.022 0.007 -0.016
C -3.480905 1.835358 -1.060817 0.014 0.008 0.007
C -2.297856 2.549322 -1.357807 -0.031 -0.052 0.010
C -2.170343 3.544797 -2.355016 0.025 0.073 -0.041
Br -3.682827 4.079238 -3.360649 -0.009 0.000 -0.023
C -0.963727 4.127421 -2.614772 -0.055 -0.021 -0.001
C 0.177921 3.751587 -1.887152 0.016 -0.050 0.031
Br 1.844369 4.511534 -2.322623 -0.009 -0.002 0.001
C 0.116587 2.812983 -0.879971 -0.140 -0.051 0.007
O 1.157621 2.409300 -0.190830 0.051 -0.002 0.060
C -1.153000 2.204587 -0.623218 0.087 0.024 0.051
N -1.151684 1.224959 0.334042 0.015 0.045 -0.082
H -2.803741 -1.469401 1.047742 -0.022 0.024 -0.007
H -2.675088 -0.385905 2.432288 0.038 0.017 0.023
H -1.208512 -0.987750 1.659320 -0.028 0.009 0.019
H -4.331317 0.247390 0.073061 -0.001 -0.004 0.000
H -4.394987 2.077120 -1.585627 0.000 -0.003 -0.004
H -0.872603 4.878390 -3.386490 -0.005 0.001 -0.003
Cl 0.262056 2.929324 5.847881 -0.049 0.001 0.015
C -0.654952 1.767852 4.894326 0.120 0.025 0.042
Cl -2.335726 2.284836 4.642557 -0.032 -0.002 -0.025
C -0.024697 1.569826 3.526182 -0.104 -0.070 -0.016
O 0.330352 2.547857 2.829384 -0.054 0.095 -0.013
O 0.082052 0.393507 3.086928 -0.078 -0.038 0.119
H -0.683170 0.826985 5.429234 0.017 -0.019 0.001
```
Positions in Å, forces in eV/Å.

2S+1 = 6
E_tot = -247807.405 eV
expectation value of S² = 8.762
HOMO (spin up / spin down) = -8.258 / -8.321 eV
LUMO energy (spin up / spin down) = -0.46 / -1.24 eV
molar mass = 742.97 g mol⁻¹



2.
A molecular structure, C26H19Cl2F3NO2SSbTl at a distorted geometry, computed with the ωB97M-V functional and the def2-TZVPD basis.

```
56
Properties=species:S:1:pos:R:3:forces:R:3
Tl -3.634675 1.434720 -2.218578 -0.028 -0.501 0.030
N -1.769707 1.137976 -4.166438 -0.055 0.125 0.007
C -1.099825 -0.156119 -4.065808 0.157 -0.215 0.322
C -0.916308 -0.591820 -2.605414 -0.084 0.177 -0.441
O 0.101649 -1.288907 -2.376985 0.346 -0.301 0.423
O -1.750040 -0.291050 -1.734289 -0.664 0.466 0.115
H -2.178321 1.255391 -5.086502 0.054 0.031 -0.024
H -1.089456 1.882742 -4.043282 -0.073 -0.030 -0.047
H -0.114485 -0.182004 -4.538146 -0.146 -0.001 -0.039
H -1.721340 -0.929744 -4.525356 0.053 0.086 -0.042
Cl -2.186304 4.088912 -2.589678 0.177 0.360 -0.244
C -2.411819 4.921210 -1.090692 -0.005 0.326 -0.096
C -2.579207 6.289090 -1.120696 0.010 -0.151 -0.208
C -2.785502 6.973419 0.069652 0.016 -0.157 0.034
C -2.810982 6.295576 1.277594 0.013 -0.075 0.200
C -2.628434 4.924434 1.302101 -0.074 0.165 0.016
Cl -2.679644 4.083632 2.792808 -0.014 0.190 0.256
C -2.422295 4.189439 0.111840 0.184 -0.998 0.142
S -2.153083 2.485375 0.172205 -0.130 0.646 -0.128
H -2.547240 6.816200 -2.062425 -0.033 -0.003 -0.037
H -2.935947 8.041626 0.050768 0.024 0.087 0.009
H -2.969450 6.831946 2.201408 -0.017 -0.032 0.044
F -0.029152 -5.089189 5.322066 -0.013 -0.039 0.052
C -0.096350 -4.375272 4.193940 0.019 0.176 -0.228
C -0.883156 -4.837900 3.152808 0.044 -0.062 0.173
C -0.945283 -4.093351 1.985823 -0.083 -0.061 0.028
C -0.218309 -2.923436 1.892187 0.077 0.719 -0.905
C 0.568902 -2.463216 2.932964 -0.038 -0.135 0.153
C 0.628914 -3.198325 4.105602 0.000 -0.131 0.150
Sb 0.023885 -1.865843 -0.066319 0.607 -0.571 0.221
C 1.782397 -2.933673 -0.696366 -0.558 0.578 0.241
C 1.596407 -4.059452 -1.487080 -0.022 0.072 0.022
C 2.687484 -4.755569 -1.974722 0.163 -0.086 0.004
C 3.957587 -4.305200 -1.657056 -0.188 0.118 0.114
F 5.019075 -4.979557 -2.118480 -0.007 0.025 -0.015
C 4.163042 -3.183951 -0.872780 0.198 -0.131 -0.076
C 3.062384 -2.494674 -0.391548 -0.078 -0.051 0.039
C 0.658481 0.057540 0.603725 -0.257 -0.803 -0.367
C 1.650490 0.722538 -0.101030 -0.012 0.098 0.037
C 2.119390 1.941583 0.357601 0.006 0.132 0.043
C 1.572745 2.468979 1.516157 -0.099 -0.202 -0.070
F 2.039022 3.636819 1.974652 -0.019 0.043 0.006
C 0.551751 1.837537 2.208250 0.131 0.203 -0.005
C 0.085278 0.623176 1.734469 0.053 0.008 -0.005
H -1.422470 -5.766573 3.265169 -0.050 -0.040 0.012
H -1.556658 -4.435968 1.161896 -0.021 -0.048 -0.015
H 1.140724 -1.550811 2.845237 0.062 0.035 0.041
H 1.232830 -2.875673 4.940472 0.032 -0.010 0.072
H 0.595987 -4.392505 -1.733773 0.005 -0.064 -0.065
H 2.569788 -5.634758 -2.589157 0.007 -0.072 -0.048
H 5.171564 -2.866195 -0.649680 0.036 -0.007 0.010
H 3.211117 -1.620172 0.227496 0.066 0.042 0.023
H 2.043352 0.290018 -1.010723 0.142 0.016 -0.046
H 2.896981 2.478830 -0.162612 0.078 0.073 -0.017
H 0.136489 2.300798 3.091308 -0.020 0.030 0.034
H -0.732275 0.131402 2.245420 0.028 -0.051 0.094
```
Positions in Å, forces in eV/Å.

2S+1 = 1
E_tot = -88111.911 eV
total charge = +1
HOMO (spin up / spin down) = -11.349 / -10.737 eV
LUMO energy (spin up / spin down) = -4.43 / -5.66 eV
molar mass = 863.55 g mol⁻¹